{
  "formula": "C2HCl2FO",
  "method": "ωB97M-V/def2-TZVPD",
  "smiles": "O=CC(F)(Cl)Cl",
  "e_above_lowest_kj_mol": 0.0,
  "e_tot_ha": -1172.2713,
  "homo_ha": -0.40919,
  "lumo_ha": -0.00885,
  "gap_ev": 10.894,
  "multiplicity": 1,
  "species": ["C", "C", "H", "O", "F", "Cl", "Cl"],
  "xyz": [[-0.45, 0.28, 0.06], [0.87, -0.49, -0.06], [0.89, -1.21, 0.83], [1.68, -0.33, -0.91], [-0.77, 0.24, 1.42], [-0.42, 1.99, -0.52], [-1.79, -0.49, -0.83]],
  "mulliken_charge": [0.509, 0.018, 0.280, -0.369, -0.205, -0.116, -0.117]
}

{
  "formula": "C34H31AsCl3CuN3O2PS",
  "method": "ωB97M-V/def2-TZVPD",
  "e_above_lowest_kj_mol": 0.0,
  "e_tot_ha": -7625.3847,
  "homo_ha": -0.28004,
  "lumo_ha": 0.00599,
  "gap_ev": 7.783,
  "multiplicity": 1,
  "species": ["Cu", "O", "C", "O", "C", "C", "C", "C", "C", "C", "P", "C", "C", "C", "C", "C", "C", "C", "C", "C", "C", "C", "C", "H", "H", "H", "H", "H", "H", "H", "H", "H", "H", "H", "H", "H", "H", "S", "C", "N", "C", "C", "C", "N", "H", "H", "H", "H", "Cl", "C", "Cl", "Cl", "C", "N", "C", "As", "C", "C", "C", "C", "C", "C", "C", "C", "H", "H", "H", "H", "H", "H", "H", "H", "H", "H", "H", "H", "H"],
  "xyz": [[0.10, 0.11, -0.52], [-0.18, -0.53, 3.14], [0.53, 0.16, 2.38], [0.09, 0.92, 1.47], [2.03, 0.13, 2.59], [2.51, 0.13, 3.90], [3.86, 0.21, 4.16], [4.77, 0.28, 3.12], [4.31, 0.24, 1.81], [2.94, 0.16, 1.53], [2.42, 0.03, -0.21], [3.21, -1.48, -0.85], [4.00, -2.35, -0.11], [4.49, -3.52, -0.68], [4.18, -3.84, -1.99], [3.38, -2.99, -2.74], [2.88, -1.84, -2.17], [3.36, 1.40, -0.97], [3.09, 2.68, -0.47], [3.68, 3.80, -1.04], [4.55, 3.65, -2.11], [4.83, 2.39, -2.60], [4.24, 1.27, -2.04], [1.78, 0.08, 4.70], [4.21, 0.23, 5.19], [5.83, 0.35, 3.31], [5.02, 0.28, 0.99], [4.24, -2.12, 0.92], [5.10, -4.19, -0.08], [4.56, -4.76, -2.43], [3.12, -3.24, -3.76], [2.23, -1.19, -2.75], [2.42, 2.80, 0.38], [3.45, 4.78, -0.64], [5.01, 4.53, -2.56], [5.52, 2.27, -3.43], [4.47, 0.28, -2.43], [-0.94, -2.05, -0.30], [-2.36, -1.36, 0.33], [-2.36, -0.88, 1.61], [-3.41, -0.27, 2.16], [-4.57, -0.14, 1.45], [-4.55, -0.68, 0.16], [-3.50, -1.27, -0.39], [-1.47, -0.90, 2.18], [-3.25, 0.10, 3.16], [-5.44, 0.34, 1.86], [-5.44, -0.63, -0.46], [1.40, 0.00, -5.43], [-0.21, -0.44, -4.85], [-0.37, -2.19, -4.74], [-1.45, 0.24, -5.90], [-0.37, 0.11, -3.50], [-0.44, 0.50, -2.43], [-3.43, 3.79, -0.70], [-2.15, 2.50, 0.04], [-2.26, 3.12, 1.89], [-0.48, 3.40, -0.55], [-0.18, 4.73, 0.04], [0.47, 4.82, 1.27], [0.74, 6.05, 1.85], [0.36, 7.22, 1.21], [-0.29, 7.15, -0.02], [-0.56, 5.91, -0.59], [-3.18, 4.82, -0.42], [-4.42, 3.55, -0.32], [-3.45, 3.71, -1.79], [-2.14, 4.21, 1.96], [-1.49, 2.62, 2.48], [-3.24, 2.85, 2.27], [-0.56, 3.45, -1.64], [0.32, 2.69, -0.32], [0.76, 3.91, 1.79], [1.25, 6.10, 2.80], [0.57, 8.19, 1.65], [-0.59, 8.06, -0.53], [-1.06, 5.86, -1.55]],
  "mulliken_charge": [0.328, -0.949, -0.403, 0.023, 0.222, -0.605, -0.607, -0.820, -0.367, 0.167, 1.841, 0.526, -0.612, -0.667, -0.601, -0.508, -0.379, 0.094, -0.388, -0.650, -0.574, -0.734, -0.288, 0.484, 0.394, 0.431, 0.567, 0.401, 0.416, 0.395, 0.438, 0.110, 0.313, 0.482, 0.397, 0.424, 0.432, -0.467, 0.331, 0.138, -0.138, -0.642, -0.039, -0.531, 0.149, 0.448, 0.426, 0.407, -0.101, 0.825, -0.071, -0.109, -0.353, -0.153, -1.370, 0.766, -1.198, 1.058, 0.148, 0.123, -0.873, -0.538, -0.687, -0.316, 0.385, 0.375, 0.363, 0.462, 0.155, 0.469, 0.710, -1.793, 0.254, 0.435, 0.394, 0.392, 0.435]
}

{
  "formula": "C5H8O",
  "method": "ωB97M-V/def2-TZVPD",
  "e_above_lowest_kj_mol": 424.2,
  "e_tot_ha": -270.3963,
  "homo_ha": -0.31190,
  "lumo_ha": 0.02661,
  "gap_ev": 9.211,
  "multiplicity": 1,
  "species": ["C", "C", "C", "C", "O", "C", "H", "H", "H", "H", "H", "H", "H", "H"],
  "xyz": [[-1.16, 0.88, -0.34], [-1.61, -0.38, 0.35], [-0.16, 0.02, 0.38], [0.86, -0.81, -0.38], [2.20, -0.66, 0.19], [2.73, 0.50, 0.42], [-1.14, 0.87, -1.43], [-1.43, 1.84, 0.10], [-2.17, -0.29, 1.28], [-1.89, -1.23, -0.26], [0.66, -1.88, -0.32], [0.93, -0.52, -1.44], [0.22, 0.39, 1.33], [1.96, 1.27, 0.11]],
  "mulliken_charge": [-0.592, -0.663, 0.052, -0.620, -0.195, -0.250, 0.229, 0.247, 0.245, 0.257, 0.303, 0.362, 0.452, 0.174]
}

{
  "formula": "C3H9N3O3",
  "method": "ωB97M-V/def2-TZVPD",
  "smiles": "COCONC(=O)NN",
  "e_above_lowest_kj_mol": 803.5,
  "e_tot_ha": -509.4458,
  "homo_ha": -0.35055,
  "lumo_ha": 0.02526,
  "gap_ev": 10.226,
  "multiplicity": 1,
  "species": ["C", "C", "C", "H", "H", "H", "H", "H", "H", "H", "H", "H", "N", "N", "N", "O", "O", "O"],
  "xyz": [[2.69, 0.79, -0.75], [1.56, -1.19, 0.40], [-1.63, -0.18, -0.14], [3.32, -0.03, -1.25], [3.21, 1.58, 0.09], [2.09, 1.24, -1.65], [1.48, -1.29, 1.40], [2.40, -1.61, 0.07], [-1.39, -1.98, 0.90], [-2.23, 1.57, -0.67], [0.33, 1.76, 0.16], [-0.49, 1.29, 1.60], [-0.73, -1.07, 0.61], [-1.44, 1.14, -0.31], [-0.61, 2.07, 0.68], [1.70, 0.19, 0.37], [0.41, -1.38, -0.41], [-2.74, -0.57, -0.54]],
  "mulliken_charge": [-0.578, -0.377, 0.495, 0.314, 0.243, 0.224, 0.324, 0.536, 0.317, 0.246, 0.360, 0.330, -0.292, -0.138, -0.618, -0.378, -0.342, -0.667]
}

{
  "formula": "C39H59N2O4PRb",
  "method": "ωB97M-V/def2-TZVPD",
  "e_above_lowest_kj_mol": 0.0,
  "e_tot_ha": -2297.2939,
  "homo_ha": -0.12179,
  "lumo_ha": 0.06264,
  "charge": -1,
  "gap_ev": 5.019,
  "multiplicity": 1,
  "species": ["Rb", "C", "C", "O", "C", "C", "O", "C", "C", "O", "C", "C", "O", "H", "H", "H", "H", "H", "H", "H", "H", "H", "H", "H", "H", "H", "H", "H", "H", "C", "C", "C", "P", "C", "C", "C", "C", "C", "C", "C", "C", "C", "C", "N", "C", "C", "C", "C", "C", "C", "C", "C", "C", "H", "H", "H", "H", "H", "H", "H", "H", "H", "H", "H", "H", "H", "H", "H", "H", "H", "H", "H", "H", "H", "H", "H", "H", "H", "H", "H", "H", "H", "H", "H", "C", "N", "C", "C", "C", "C", "C", "C", "C", "C", "H", "H", "H", "H", "H", "H", "H", "H", "H", "H", "H", "H"],
  "xyz": [[-0.71, 0.02, 0.11], [-1.64, -3.10, -2.31], [-1.76, -3.86, -0.99], [-0.83, -3.27, -0.05], [-0.91, -3.84, 1.23], [-2.21, -3.50, 2.00], [-2.44, -2.10, 2.02], [-3.77, -1.72, 2.02], [-4.49, -1.90, 0.67], [-3.65, -1.23, -0.24], [-4.03, -1.38, -1.58], [-2.85, -1.02, -2.47], [-1.68, -1.72, -2.15], [-2.29, -3.53, -3.09], [-0.64, -3.31, -2.73], [-1.49, -4.91, -1.14], [-2.77, -3.79, -0.53], [-0.05, -3.42, 1.78], [-0.85, -4.94, 1.13], [-2.14, -3.86, 3.06], [-3.07, -4.00, 1.57], [-3.81, -0.60, 2.15], [-4.38, -2.15, 2.85], [-5.50, -1.52, 0.67], [-4.60, -2.94, 0.38], [-4.87, -0.70, -1.89], [-4.35, -2.42, -1.73], [-2.67, 0.05, -2.29], [-3.14, -1.14, -3.53], [4.03, -1.15, 4.15], [2.80, -1.28, 3.29], [2.78, -2.68, 2.60], [2.32, 0.01, 2.01], [2.33, 1.63, 2.96], [1.43, 2.63, 2.30], [3.70, 2.28, 3.36], [3.73, 0.20, 0.86], [5.09, 0.29, 1.25], [6.15, 0.33, 0.34], [7.56, 0.50, 0.87], [5.81, 0.29, -1.00], [4.50, 0.20, -1.47], [3.40, 0.18, -0.55], [2.11, 0.24, -0.89], [1.72, 0.18, -2.22], [1.61, -1.08, -2.83], [2.06, -2.36, -2.11], [1.03, -1.25, -4.11], [0.53, -0.15, -4.72], [-0.35, -0.19, -5.95], [0.63, 1.14, -4.15], [1.23, 1.32, -2.89], [1.16, 2.71, -2.24], [3.95, -1.94, 4.92], [3.96, -0.20, 4.72], [4.98, -1.18, 3.67], [1.89, -1.21, 3.90], [3.76, -2.87, 2.13], [2.05, -2.69, 1.76], [2.60, -3.45, 3.34], [1.81, 1.34, 3.88], [1.88, 2.84, 1.31], [1.37, 3.59, 2.87], [0.41, 2.29, 2.16], [4.25, 2.63, 2.48], [4.39, 1.57, 3.86], [3.47, 3.09, 4.05], [5.33, 0.32, 2.34], [7.49, 0.71, 1.92], [8.06, 1.27, 0.34], [8.13, -0.42, 0.79], [6.59, 0.40, -1.74], [4.33, 0.12, -2.52], [1.47, -2.58, -1.24], [3.12, -2.20, -1.79], [2.03, -3.28, -2.76], [0.92, -2.19, -4.60], [-1.06, -1.02, -5.92], [0.30, -0.17, -6.82], [-0.88, 0.75, -5.97], [0.11, 1.94, -4.64], [1.13, 3.51, -3.00], [2.06, 2.82, -1.64], [0.27, 2.80, -1.61], [-2.55, 1.80, 3.19], [-3.20, 1.99, 1.92], [-4.64, 2.08, 2.10], [-2.63, 3.05, 1.14], [-3.20, 3.13, -0.29], [-4.22, 4.03, -0.55], [-4.82, 4.11, -1.82], [-4.34, 3.28, -2.79], [-3.32, 2.40, -2.50], [-2.66, 2.30, -1.26], [-2.69, 2.65, 3.84], [-1.47, 1.66, 3.03], [-2.92, 0.91, 3.71], [-4.85, 2.91, 2.76], [-5.08, 1.18, 2.54], [-5.09, 2.27, 1.13], [-1.56, 2.87, 1.10], [-2.76, 4.05, 1.71], [-4.61, 4.70, 0.20], [-5.60, 4.82, -1.95], [-4.75, 3.30, -3.82], [-2.95, 1.84, -3.33]],
  "mulliken_charge": [0.748, -1.053, -0.299, 0.205, -0.395, -0.644, 0.025, 0.079, -0.930, 0.247, -0.864, 0.027, 0.640, 0.325, 0.258, 0.480, 0.040, -0.137, 0.326, 0.410, 0.409, -0.509, 0.344, 0.489, 0.442, 0.377, 0.401, -0.918, 0.491, -1.559, 0.508, -1.299, 0.626, 0.334, -1.197, -1.724, -0.178, 0.534, 0.231, -1.811, -0.964, -0.597, -0.653, 1.498, -1.350, 2.050, -1.567, -0.957, 0.847, -1.752, -1.125, 0.690, -1.294, 0.487, 0.310, 0.239, 0.384, 0.344, -0.092, 0.488, 0.435, 0.206, 0.457, -0.031, 0.328, 0.288, 0.484, -0.178, 0.330, 0.372, 0.331, 0.328, 0.511, 0.145, 0.432, 0.315, 0.429, 0.345, 0.397, 0.360, 0.272, 0.448, 0.293, 0.040, -1.082, 0.782, -1.151, -0.391, -0.895, -0.150, -0.651, -0.831, -0.614, 0.717, 0.400, 0.134, 0.353, 0.366, 0.394, 0.202, -0.257, 0.329, 0.396, 0.398, 0.361, 0.388]
}

{
  "formula": "C20H20B3BrFN3O10",
  "method": "ωB97M-V/def2-TZVPD",
  "smiles": "O=[N+]([O-])c1ccccc1.O=[N+]([O-])c1ccccc1.O=[N+]([O-])c1ccccc1.OB1OB(Br)OB(CCF)O1",
  "e_above_lowest_kj_mol": 252.1,
  "e_tot_ha": -4439.2153,
  "homo_ha": -0.35842,
  "lumo_ha": -0.03656,
  "gap_ev": 8.758,
  "multiplicity": 1,
  "species": ["O", "B", "O", "B", "Br", "O", "B", "C", "C", "F", "O", "H", "H", "H", "H", "H", "C", "C", "C", "C", "C", "C", "N", "O", "O", "H", "H", "H", "H", "H", "C", "C", "C", "C", "C", "C", "N", "O", "O", "H", "H", "H", "H", "H", "C", "C", "C", "C", "C", "C", "N", "O", "O", "H", "H", "H", "H", "H"],
  "xyz": [[-1.95, -8.77, 3.52], [-2.16, -7.29, 3.70], [-1.31, -6.40, 2.89], [-1.95, -5.09, 2.62], [-1.16, -3.79, 1.25], [-3.22, -4.62, 3.26], [-3.95, -5.78, 3.84], [-5.56, -5.87, 3.57], [-6.02, -7.00, 2.47], [-5.61, -6.55, 1.09], [-3.15, -6.73, 4.66], [-1.63, -8.83, 2.56], [-5.91, -4.83, 3.16], [-6.08, -6.03, 4.64], [-5.59, -8.08, 2.67], [-7.21, -7.02, 2.50], [0.41, -1.47, -0.65], [1.76, -1.55, -0.31], [2.63, -0.50, -0.63], [2.13, 0.63, -1.29], [0.77, 0.71, -1.64], [-0.08, -0.34, -1.32], [3.03, 1.75, -1.60], [4.22, 1.63, -1.29], [2.54, 2.75, -2.15], [-0.26, -2.28, -0.40], [2.14, -2.43, 0.20], [3.68, -0.58, -0.36], [0.37, 1.58, -2.15], [-1.14, -0.29, -1.58], [-4.07, 4.78, -4.64], [-2.69, 4.66, -4.84], [-2.06, 3.43, -4.63], [-2.82, 2.32, -4.23], [-4.20, 2.44, -4.03], [-4.82, 3.68, -4.24], [-2.17, 1.02, -4.03], [-0.94, 0.96, -4.20], [-2.88, 0.06, -3.71], [-4.55, 5.73, -4.81], [-2.11, 5.52, -5.15], [-0.98, 3.35, -4.78], [-4.80, 1.59, -3.71], [-5.89, 3.78, -4.09], [5.85, 2.96, 0.62], [4.97, 4.03, 0.71], [5.13, 4.99, 1.72], [6.19, 4.86, 2.62], [7.08, 3.78, 2.54], [6.90, 2.83, 1.53], [6.38, 5.88, 3.67], [5.56, 6.81, 3.72], [7.35, 5.75, 4.43], [5.73, 2.22, -0.17], [4.15, 4.12, 0.00], [4.43, 5.82, 1.78], [7.90, 3.67, 3.24], [7.59, 1.99, 1.46]],
  "mulliken_charge": [-0.481, 0.569, -0.405, 0.349, -0.031, -0.328, 0.431, -0.446, -0.225, -0.313, -0.363, 0.324, 0.232, 0.293, 0.261, 0.256, -0.433, -0.469, -0.125, -0.121, -0.186, -0.613, 0.948, -0.622, -0.588, 0.345, 0.386, 0.428, 0.562, 0.313, -0.373, -0.513, -0.230, 0.095, -0.312, -0.451, 0.995, -0.565, -0.584, 0.363, 0.365, 0.434, 0.424, 0.362, -0.285, -0.357, -0.365, -0.034, -0.277, -0.570, 0.952, -0.583, -0.587, 0.565, 0.370, 0.420, 0.425, 0.370]
}

{
  "formula": "C3H6O2",
  "method": "ωB97M-V/def2-TZVPD",
  "e_above_lowest_kj_mol": 384.5,
  "e_tot_ha": -268.2588,
  "homo_ha": -0.33904,
  "lumo_ha": 0.01126,
  "gap_ev": 9.532,
  "multiplicity": 1,
  "species": ["O", "C", "C", "C", "O", "H", "H", "H", "H", "H", "H"],
  "xyz": [[1.62, -2.36, -0.67], [1.61, -1.12, -0.25], [-0.81, 1.40, -0.25], [-1.10, 0.47, 0.89], [-1.15, 0.80, 2.05], [0.97, -2.44, -1.39], [0.09, 1.05, -0.76], [2.38, -1.14, 0.55], [-1.64, 1.36, -0.98], [-0.68, 2.42, 0.12], [-1.26, -0.59, 0.60]],
  "mulliken_charge": [-0.369, -0.129, -0.751, 0.139, -0.493, 0.358, 0.264, 0.107, 0.278, 0.276, 0.321]
}

{
  "formula": "C14H19FNO2",
  "method": "ωB97M-V/def2-TZVPD",
  "e_tot_ha": -849.7171,
  "homo_ha": -0.43716,
  "lumo_ha": -0.17024,
  "charge": 1,
  "gap_ev": 7.263,
  "multiplicity": 1,
  "species": ["F", "C", "C", "C", "C", "C", "C", "C", "C", "C", "N", "C", "C", "C", "H", "H", "H", "H", "H", "H", "H", "H", "H", "H", "H", "H", "H", "C", "C", "O", "O", "H", "H", "H", "H", "H", "H"],
  "xyz": [[2.12, -1.10, -0.02], [2.57, -1.10, -1.36], [2.25, 0.28, -1.95], [0.93, 0.30, -2.81], [-0.06, 1.26, -2.10], [0.32, 2.57, -2.03], [-0.50, 3.53, -1.37], [-1.65, 3.11, -0.80], [-2.09, 1.78, -0.87], [-3.29, 1.33, -0.30], [-3.62, 0.06, -0.38], [-2.86, -0.89, -0.98], [-1.69, -0.56, -1.58], [-1.28, 0.80, -1.54], [3.65, -1.27, -1.32], [2.04, -1.93, -1.85], [3.05, 0.67, -2.58], [2.18, 0.96, -1.09], [1.14, 0.73, -3.80], [0.49, -0.69, -2.91], [1.26, 2.87, -2.49], [-0.14, 4.56, -1.33], [-2.26, 3.85, -0.27], [-3.93, 2.07, 0.19], [-4.49, -0.21, 0.07], [-3.16, -1.93, -0.99], [-1.12, -1.34, -2.07], [0.92, -2.79, 4.16], [0.42, -1.43, 3.71], [1.48, -0.72, 3.08], [2.01, -2.63, 5.06], [0.13, -3.34, 4.68], [1.27, -3.38, 3.30], [0.10, -0.84, 4.56], [-0.42, -1.53, 3.01], [1.67, -1.15, 2.24], [2.52, -1.88, 4.73]],
  "mulliken_charge": [-0.256, -0.462, -0.559, -1.011, 0.696, -0.201, -0.869, -0.794, 0.808, -0.464, 0.005, -0.702, -0.628, 0.540, 0.284, 0.257, 0.390, 0.424, 0.401, 0.431, 0.471, 0.408, 0.360, 0.402, 0.280, 0.413, 0.344, -0.260, -0.419, -0.521, -0.500, 0.308, 0.242, 0.296, 0.221, 0.325, 0.336]
}